Entry 1:
6 unconnected molecules or ions with the total composition C31H67O11PS5 in a non-equilibrium geometry, computed with the ωB97M-V functional and the def2-TZVPD basis.

Values from the calculation:
- highest occupied orbital energy (eV) = -8.56
- M (u) = 807.18
- energy (Eh) = -4381.2454

Positions of all 115 atoms, in Å:
H  5.300  -2.349  -2.684
H  6.683  -4.336  1.881
H  -5.953  -3.033  -2.151
H  -0.094  -3.007  -3.372
H  1.065  7.020  4.279
C  -1.014  -2.387  -7.453
H  -1.567  -2.140  -8.359
H  -2.948  3.967  -0.714
C  -3.952  8.184  0.227
P  0.417  0.603  1.768
H  0.179  -3.625  4.000
H  5.783  0.412  4.971
O  -0.724  1.485  1.141
H  -0.487  7.531  4.990
C  -2.920  -1.982  5.005
S  -3.743  7.661  -1.477
H  -3.866  -1.643  4.588
H  4.049  -3.273  -0.447
H  3.363  1.263  5.228
C  3.903  -1.040  -1.756
H  -3.097  -2.764  5.744
H  -1.868  0.011  0.243
H  -0.102  -2.266  5.111
O  -0.014  -0.094  2.989
H  0.805  -1.110  -1.638
C  -4.150  -1.122  0.722
O  1.049  -3.785  -6.603
H  0.303  6.050  5.583
H  -1.688  -2.816  -6.716
H  1.615  -2.207  0.656
O  1.124  -0.252  0.665
H  2.846  -1.134  -1.543
H  3.890  -2.438  1.090
H  -3.656  -0.597  1.519
C  -2.573  1.912  -0.353
O  3.545  -1.438  2.915
H  0.867  -4.446  -3.258
H  -2.146  3.665  0.796
C  0.350  -1.875  -1.019
O  1.528  1.677  2.096
H  2.046  -3.185  -9.273
H  -2.803  1.703  -1.395
H  4.053  -0.010  -2.059
C  -4.797  -0.384  -0.298
O  -2.615  -3.909  3.221
S  0.228  -3.627  -7.832
C  -4.815  1.119  -0.249
H  4.405  -0.438  0.224
H  0.571  -2.352  -9.824
C  4.320  -1.948  -2.919
C  4.698  -1.212  -0.473
C  0.788  -3.260  -1.468
H  -0.785  0.859  -0.847
O  5.788  -3.055  0.609
C  1.981  -2.681  -3.675
C  5.760  -3.781  1.812
H  0.656  3.941  4.117
H  1.858  -1.606  -3.596
H  -4.566  7.455  0.756
S  -1.944  -2.649  3.659
H  3.837  -3.659  -4.053
H  2.243  1.613  1.453
H  -5.712  1.438  0.269
H  -0.528  -1.502  -7.042
C  0.489  4.506  3.200
H  1.985  0.597  4.306
C  0.735  -1.631  0.418
C  4.519  -2.547  0.214
C  5.452  -0.502  4.480
H  -4.804  -4.300  -0.355
H  2.859  -0.444  5.461
H  -1.248  3.558  -0.733
O  -3.272  6.254  -1.427
H  5.751  -1.111  -0.700
H  -0.053  -1.910  1.099
H  1.510  -1.703  -8.439
H  -5.913  8.609  -1.801
H  3.334  -3.805  -2.409
H  5.160  -1.252  5.215
C  -4.796  -3.227  -0.337
H  -4.414  9.171  0.249
C  0.839  -3.401  -2.977
H  6.248  -0.891  3.849
H  -4.880  1.521  -1.257
C  0.124  6.677  4.709
H  -0.723  -1.800  -1.159
C  -1.449  0.978  -0.002
H  4.942  -4.494  1.827
C  3.390  -3.107  -3.235
H  5.674  -3.115  2.666
H  -5.999  6.922  -1.198
H  -2.963  8.229  0.677
H  -5.583  7.249  -2.901
O  -3.725  1.666  0.442
H  -2.387  -1.140  5.444
H  0.058  -3.967  -1.093
C  -4.141  -2.533  0.709
S  4.050  -0.133  3.423
C  -0.547  -3.152  4.659
H  -5.931  -0.532  -2.135
C  -5.493  7.607  -1.878
H  1.406  5.001  2.879
H  0.139  3.835  2.421
H  4.404  -1.342  -3.810
H  -0.885  -3.859  5.416
C  -2.191  3.363  -0.240
C  -5.447  -1.084  -1.345
H  1.751  -3.509  -1.041
H  1.865  -2.918  -4.724
C  -5.452  -2.501  -1.362
O  -0.850  6.584  2.259
S  -0.787  5.736  3.478
C  2.953  0.374  4.747
H  -3.661  -3.083  1.487
C  1.182  -2.604  -8.957

Entry 2:
A molecular structure, C3H8N3S in a non-equilibrium geometry, computed with the ωB97M-V functional and the def2-TZVPD basis.

Values from the calculation:
- highest occupied orbital energy (eV) = -13.90
- energy relative to the best compared isomer or geometry (same formula, charge and spin) (kcal/mol) = 56.6
- M (u) = 118.18
- net charge = +1
- energy (Eh) = -681.2241

Positions of all 15 atoms, in Å:
H  1.218  2.968  -0.072
S  2.306  0.102  -0.117
H  -1.733  0.107  -1.113
N  1.645  -1.449  0.083
N  0.552  2.207  0.024
H  -0.428  2.452  0.121
C  -1.691  0.020  -0.019
H  1.910  -1.848  0.978
H  -2.411  -0.744  0.293
H  0.072  -1.467  -1.272
N  -0.431  -0.391  0.490
H  -0.166  -2.409  0.232
C  0.227  -1.473  -0.178
H  -1.997  0.952  0.460
C  0.925  0.972  0.090

Entry 3:
2 unconnected molecules or ions with the total composition C8H12ClPS in a non-equilibrium geometry, computed with the ωB97M-V functional and the def2-TZVPD basis.

Values from the calculation:
- structure (SMILES) = CC1(C)CP1Cl.c1ccsc1
- highest occupied orbital energy (eV) = -8.93
- energy relative to the best compared isomer or geometry (same formula, charge and spin) (kcal/mol) = 0.0
- M (u) = 206.68
- energy (Eh) = -1511.6991

Positions of all 23 atoms, in Å:
H  3.290  -2.136  -1.238
S  4.219  0.611  0.844
C  -2.268  0.177  0.425
C  -2.235  1.432  1.336
H  -3.857  -0.385  -1.047
C  2.757  -0.018  -1.185
H  -3.413  -1.565  0.194
H  4.794  -1.804  0.813
H  -1.206  -0.019  -1.557
C  3.273  1.034  -0.535
H  -0.573  1.299  -0.637
H  2.884  2.074  -0.785
C  -1.221  0.439  -0.620
C  4.143  -1.050  0.363
P  -0.651  -0.687  0.813
Cl  -0.981  -2.556  0.208
H  -2.576  1.070  2.407
H  -2.719  2.321  0.901
C  -3.510  -0.575  0.008
H  2.038  0.160  -1.984
H  -4.333  -0.377  0.725
H  -1.265  1.799  1.310
C  3.409  -1.243  -0.760

Entry 4:
A molecular structure, C21H20AsNO2PdS in a non-equilibrium geometry, computed with the ωB97M-V functional and the def2-TZVPD basis.

Values from the calculation:
- highest occupied orbital energy (spin up / spin down) (eV) = -7.98 / -7.98
- energy relative to the best compared isomer or geometry (same formula, charge and spin) (kcal/mol) = 0.0
- M (u) = 531.81
- energy (Eh) = -3779.3127

Positions of all 47 atoms, in Å:
H  3.136  2.768  -0.596
H  -4.013  1.946  3.409
C  -3.112  3.545  2.300
C  -3.386  1.102  -2.593
C  -2.509  3.916  1.103
C  -4.635  -1.537  -0.959
H  -2.755  -3.612  1.717
H  -5.459  2.326  -5.610
H  -4.666  2.370  -1.408
H  -5.158  -0.951  -1.706
H  -3.248  4.275  3.088
H  -3.605  0.723  -5.954
C  -3.280  -3.023  0.975
N  0.821  1.143  1.112
H  -6.209  -2.978  -0.749
C  -5.168  2.444  -3.488
As  -2.395  0.366  -1.123
H  0.370  2.047  1.197
C  -4.543  -3.402  0.549
C  -3.838  1.082  -4.959
H  -2.277  -0.053  -4.034
H  0.666  0.633  1.976
C  -2.338  2.977  0.094
C  2.356  2.010  -0.568
C  -3.371  -1.158  -0.527
O  1.534  0.144  -1.760
H  -5.978  3.146  -3.339
C  -2.672  -1.895  0.421
S  -1.041  -1.432  0.933
C  -2.776  1.667  0.272
C  -4.425  2.006  -2.398
H  1.401  2.498  -0.778
C  2.565  0.958  -1.631
H  2.780  1.925  1.569
C  -4.877  1.982  -4.765
H  -1.863  3.281  -0.833
H  -4.997  -4.289  0.973
C  -5.226  -2.668  -0.420
C  2.257  1.336  0.813
H  2.705  0.344  0.805
H  -3.713  0.281  1.618
Pd  -0.078  -0.018  -0.509
C  -3.544  2.240  2.478
C  -3.091  0.644  -3.874
O  3.601  0.841  -2.249
H  -2.175  4.935  0.954
C  -3.377  1.299  1.467

Entry 5:
A molecular structure, C21H35Br2NSeSi3Ti, computed with the ωB97M-V functional and the def2-TZVPD basis.

Values from the calculation:
- highest occupied orbital energy (spin up / spin down) (eV) = -11.21 / -11.23
- 2S+1 = 2
- energy relative to the best compared isomer or geometry (same formula, charge and spin) (kcal/mol) = 0.2
- M (u) = 672.41
- net charge = +1
- energy (Eh) = -10143.2754

Positions of all 64 atoms, in Å:
H  -4.019  3.778  3.224
C  1.584  0.299  -4.666
H  1.848  3.061  -4.480
H  -2.164  2.661  -3.560
C  -1.817  -2.978  -3.475
C  -4.328  4.753  -0.002
C  -3.779  3.642  -0.624
H  1.026  -0.498  3.118
C  2.588  3.514  -0.165
Br  -0.064  1.661  1.682
C  -3.301  2.590  0.148
H  3.728  2.598  -3.059
C  -1.911  -2.063  -1.283
C  -2.389  -2.961  -2.210
H  1.673  -0.620  -5.250
C  -1.222  2.161  -3.791
H  1.768  3.652  0.538
H  0.801  4.452  -4.225
H  -3.045  1.794  2.126
H  0.809  0.917  -5.116
H  -0.300  -2.121  -4.730
Br  0.593  -1.807  0.991
H  0.322  4.727  -1.145
H  2.548  -2.201  -3.149
N  -0.900  -1.221  -1.561
C  -0.305  -1.245  -2.780
C  -4.406  4.807  1.382
Si  0.140  2.764  -2.632
Si  1.258  -0.166  -2.893
H  2.320  -1.903  -1.431
C  -0.487  4.055  -1.431
H  3.321  -0.418  0.043
C  -0.768  -2.118  -3.755
C  0.944  1.265  -1.684
C  1.305  -1.431  2.663
Si  2.646  1.812  -0.932
H  3.523  3.646  0.387
H  2.151  4.176  -3.138
C  2.554  -1.422  -2.381
H  1.894  -2.214  3.108
H  2.537  0.825  -4.748
H  -0.936  3.664  -0.519
H  4.288  0.930  0.624
H  -1.247  4.657  -1.935
Se  -2.644  1.042  -0.780
H  4.158  0.914  -2.760
H  -2.185  -3.659  -4.231
H  -1.421  1.090  -3.740
C  3.269  0.619  0.375
C  -3.945  3.743  2.145
C  -3.395  2.627  1.532
H  2.688  0.664  1.296
C  1.374  3.672  -3.713
H  -3.204  -3.620  -1.948
H  -0.968  2.409  -4.824
H  -4.834  5.674  1.867
H  3.567  -1.029  -2.320
H  -2.347  -1.985  -0.296
H  4.879  2.188  -1.795
H  -3.721  3.593  -1.704
C  3.951  1.870  -2.281
H  -4.697  5.575  -0.602
H  2.543  4.307  -0.911
Ti  -0.329  0.511  -0.366

Entry 6:
2 unconnected molecules or ions with the total composition C4H12O2SSi in a non-equilibrium geometry, computed with the ωB97M-V functional and the def2-TZVPD basis.

Values from the calculation:
- highest occupied orbital energy (spin up / spin down) (eV) = -9.16 / -9.16
- energy relative to the best compared isomer or geometry (same formula, charge and spin) (kcal/mol) = 43.9
- M (u) = 152.29
- energy (Eh) = -997.6887

Positions of all 20 atoms, in Å:
H  -1.989  0.216  -1.855
H  -0.679  -0.668  -2.361
H  1.741  2.752  -1.193
H  -1.099  0.373  1.865
C  -1.017  1.285  1.187
H  0.791  -3.655  1.547
C  0.699  2.371  -1.360
H  0.582  2.358  -2.482
H  -0.039  3.114  -0.908
O  0.512  -0.951  2.611
O  1.420  -0.136  -0.172
S  1.547  -1.524  1.698
C  0.815  -2.933  0.782
H  -0.242  1.867  1.828
H  -0.100  -2.440  0.379
H  -1.875  1.824  1.222
C  -1.128  -0.321  -1.472
H  1.400  -3.184  -0.075
H  -1.476  -1.089  -0.812
Si  0.136  0.743  -0.430